No. 1
Here is 4 unconnected molecules or ions with the total composition CH9O4 from the Open Molecules 2025 dataset. Energies are from the ωB97M-V functional and the def2-TZVPD basis.

XYZ file:
```
14
Properties=species:S:1:pos:R:3:nbo_charge:R:1
C -1.67369 -1.15343 0.94758 -0.223
O -1.20631 0.10520 0.64457 -0.937
H -1.08530 -1.98217 0.50552 0.127
H -2.71692 -1.31630 0.59371 0.112
H -1.72377 -1.35216 2.03371 0.119
H 1.89359 0.53970 -0.48411 0.494
H 1.20556 1.38444 -1.49065 0.484
O 2.05660 1.31139 -1.04443 -0.994
H -1.22525 0.54548 -2.19438 0.440
H -0.73883 0.10060 -0.78884 0.500
O -0.54310 -0.00671 -1.80288 -1.043
H 0.31955 -0.08499 1.06635 0.501
H 1.47827 0.52185 1.83314 0.447
O 1.26813 -0.29983 1.37912 -1.027
```

* total charge: -1
* ΔE to the lowest compared entry with this formula, charge and spin: 2.3 kcal/mol
* LUMO level: 0.1595 Ha



No. 2
Here is a molecular structure, C3H6MnO3 from the Open Molecules 2025 dataset. Energies are from the ωB97M-V functional and the def2-TZVPD basis.

XYZ file:
```
13
Properties=species:S:1:pos:R:3:nbo_charge:R:1
C -1.22539 -2.00923 -0.62176 -0.240
O -1.05227 -0.67796 -0.16345 -0.630
C -2.15389 0.18837 -0.20455 -0.122
C -1.82598 1.48003 -0.45920 0.149
O -0.57527 1.89244 -0.45826 -0.872
H -0.24581 -2.32735 -0.99400 0.196
H -1.52435 -2.66014 0.21034 0.190
H -2.00334 -2.02038 -1.39784 0.192
H 0.72075 -0.54304 2.42192 0.475
H -2.60311 2.15424 -0.84310 0.169
Mn 0.57942 0.45432 0.11779 1.535
O 1.26682 -0.12008 1.69595 -1.235
H -3.13131 -0.26900 -0.34730 0.193
```

* ΔE to the lowest compared entry with this formula, charge and spin: 0.0 kcal/mol
* multiplicity: 6
* LUMO level (alpha / beta): 0.0047 / -0.0145 Ha



No. 3
Here is a molecular structure, C48H51BCdIN8O6PSTe from the Open Molecules 2025 dataset. Energies are from the ωB97M-V functional and the def2-TZVPD basis.

XYZ file:
```
119
Properties=species:S:1:pos:R:3:lowdin_charge:R:1
Cd -0.37909 0.94560 0.00079 1.260
C 0.87988 -4.82887 0.51860 -0.026
C -0.00228 -3.66860 0.85148 -0.275
C -1.09171 -3.67383 1.68629 0.014
C -1.57210 -2.35344 1.68367 -0.257
N -0.81175 -1.59611 0.88304 0.092
N 0.14858 -2.41295 0.38555 0.031
B 1.34822 -1.97055 -0.48929 -0.537
N 2.30130 -1.09346 0.33153 0.016
N 1.96633 0.10790 0.88237 0.107
C 3.08381 0.54926 1.49243 -0.246
C 4.12509 -0.37921 1.30757 -0.008
C 3.59605 -1.39859 0.56900 -0.278
C 4.30386 -2.62702 0.09262 -0.025
C 3.31545 1.80221 2.24814 -0.179
C 2.37278 2.35876 3.10147 -0.034
C 2.62027 3.55763 3.75468 -0.081
C 3.84148 4.19803 3.59749 -0.105
C 4.81260 3.62101 2.78834 -0.092
C 4.55412 2.43405 2.12194 -0.088
N 0.95307 -1.34893 -1.84568 0.034
N 0.21777 -0.22695 -2.03898 0.044
C 0.14006 -0.03877 -3.36622 -0.239
C 0.84099 -1.06414 -4.01901 0.013
C 1.33140 -1.87292 -3.02875 -0.275
C 2.11594 -3.13274 -3.20997 -0.024
C -0.57908 1.04214 -4.07560 -0.154
C -0.68684 0.99617 -5.46848 -0.045
C -1.34259 1.99692 -6.17014 -0.110
C -1.90608 3.07320 -5.49463 -0.109
C -1.82035 3.12317 -4.11078 -0.074
C -1.16762 2.11675 -3.41839 -0.103
C -2.69680 -1.85859 2.49765 -0.169
C -3.34308 -2.69936 3.40464 -0.040
C -4.37173 -2.22164 4.20442 -0.104
C -4.77069 -0.89291 4.12053 -0.102
C -4.14007 -0.05223 3.21295 -0.092
C -3.12127 -0.53834 2.41288 -0.103
H 0.46091 -5.72798 0.96950 0.074
H 0.95484 -4.98313 -0.55871 0.070
H 1.89042 -4.68611 0.90549 0.069
H -1.47798 -4.52159 2.22888 0.096
H 1.95071 -2.96427 -0.75390 0.091
H 5.13001 -0.30755 1.69295 0.109
H 5.32422 -2.61160 0.47605 0.075
H 3.81842 -3.54322 0.43394 0.061
H 4.35215 -2.65941 -0.99763 0.067
H 1.43492 1.84690 3.23377 0.083
H 1.84746 4.00114 4.37259 0.098
H 4.03121 5.13995 4.09763 0.088
H 5.76743 4.11565 2.64943 0.095
H 5.28951 2.03453 1.43528 0.059
H 0.98265 -1.19747 -5.07887 0.101
H 2.19149 -3.34584 -4.27629 0.075
H 3.12644 -3.04468 -2.80819 0.066
H 1.62825 -3.97715 -2.71900 0.070
H -0.26308 0.16638 -6.02216 0.094
H -1.41748 1.93069 -7.24960 0.089
H -2.40268 3.86729 -6.04143 0.091
H -2.25991 3.94394 -3.55576 0.107
H -1.07658 2.18274 -2.35341 -0.030
H -3.03594 -3.73440 3.49727 0.094
H -4.86971 -2.89071 4.89762 0.089
H -5.56541 -0.51910 4.75624 0.092
H -4.43303 0.98863 3.11940 0.107
H -2.63114 0.11147 1.70275 -0.005
Te 4.39480 2.65932 -1.57961 0.366
I -2.96451 2.22166 -0.24945 0.122
C -1.20905 2.44653 2.99789 -0.392
C -1.97677 2.56990 4.17484 0.001
C -2.11468 1.48715 5.00255 -0.095
C -1.47042 0.29133 4.67710 -0.098
C -0.81229 0.24242 3.47040 -0.185
N -0.71062 1.26883 2.61453 0.065
H -2.43147 3.52732 4.39254 0.114
H -2.71790 1.55711 5.90056 0.103
H -1.53136 -0.58171 5.31208 0.103
H -0.31751 -0.66841 3.14748 0.108
O -0.98494 3.58316 2.37169 0.025
C -0.23805 3.83663 1.22141 -0.437
N 0.47905 2.83013 0.55104 -0.252
S 1.35273 3.46675 -0.61892 0.557
O 2.85105 3.51302 -0.28986 -0.804
O 1.14635 2.77388 -1.87261 -0.419
C 0.72317 5.05778 -0.48465 -0.260
C 0.98885 6.19866 -1.23064 -0.097
C 0.39953 7.39561 -0.86884 -0.155
C -0.44882 7.43822 0.28123 -0.144
C -0.71277 6.34039 1.04748 -0.049
C -0.13498 5.07111 0.68940 -0.197
H 1.65307 6.13889 -2.08672 0.111
H 0.57415 8.29104 -1.45264 0.064
H -0.90477 8.38743 0.54808 0.078
H -1.36740 6.39843 1.91010 0.093
C -5.36663 0.01972 -4.40905 -0.075
C -4.02327 0.31667 -3.76846 -0.317
O -3.44374 -0.90266 -3.30981 -0.325
P -2.68963 -1.12628 -1.84323 0.849
O -1.91639 -2.50266 -2.23471 -0.322
C -2.52301 -3.60890 -2.90012 -0.289
C -2.14346 -3.62563 -4.36965 -0.078
O -3.95902 -1.85401 -1.05639 -0.332
C -5.20620 -1.19166 -0.88922 -0.322
C -6.31390 -2.22524 -0.95917 -0.081
H -5.81231 0.95056 -4.77371 0.075
H -6.04936 -0.44155 -3.69063 0.058
H -5.24255 -0.66376 -5.25305 0.072
H -4.13254 1.03301 -2.94995 0.058
H -3.35916 0.76266 -4.51144 0.091
H -3.60622 -3.56983 -2.78517 0.098
H -2.15769 -4.50775 -2.39872 0.112
H -2.48250 -2.70408 -4.84110 0.066
H -2.60590 -4.48639 -4.86386 0.068
H -1.05779 -3.69082 -4.48439 0.065
H -5.34978 -0.43714 -1.66582 0.078
H -5.22708 -0.68315 0.07098 0.097
H -6.23294 -2.80274 -1.88364 0.069
H -7.28984 -1.72967 -0.93456 0.070
H -6.24050 -2.91122 -0.11150 0.072
```

* total charge: -2
* ΔE to the lowest compared entry with this formula, charge and spin: 83.9 kcal/mol
* LUMO level: 0.1417 Ha



ΔE to the lowest compared entry with this formula, charge and spin of number 2 (C3H6MnO3)? 0.0 kcal/mol